1.
Entry from OMol25: a molecular structure, C3H7NOS2 in a non-equilibrium geometry (wB97M-V/def2-TZVPD).

highest occupied orbital energy (spin up / spin down) = -14.375 / -13.811 eV
2S+1 = 2
relative energy (zero: lowest compared OMol25 entry of this formula, charge and spin) = 163.3 kcal/mol
net charge = +1
⟨S²⟩ = 1.75

Positions of all 14 atoms, in Å:
1 S -2.82 -1.55 0.67
2 S 1.48 -1.87 -0.97
3 C 0.44 -1.07 0.20
4 C -0.32 0.14 -0.33
5 C 0.59 1.49 -0.59
6 N 1.38 1.81 0.53
7 O 0.67 2.08 -1.72
8 H -3.55 -2.48 1.28
9 H 1.12 -0.85 1.17
10 H -0.37 -1.83 0.50
11 H -0.71 -0.13 -1.28
12 H -1.16 0.40 0.36
13 H 1.52 2.84 0.45
14 H 1.74 1.02 -0.26

2.
Entry from OMol25: C3H7NOSi in the gas phase in a non-equilibrium geometry (wB97M-V/def2-TZVPD).

highest occupied orbital energy = -8.703 eV
relative energy (zero: lowest compared OMol25 entry of this formula, charge and spin) = 99.6 kcal/mol
SMILES = C/C=C(\[SiH3])N=O
net charge = 0

Positions of all 13 atoms, in Å:
1 C -0.09 0.10 1.01
2 C 0.48 -0.70 0.11
3 C -0.76 1.41 0.71
4 N 1.10 -2.09 0.60
5 O 1.41 -2.12 1.72
6 Si 0.22 -0.55 -1.84
7 H 0.11 -0.15 2.09
8 H -0.23 2.23 1.34
9 H -0.92 1.68 -0.33
10 H -1.83 1.21 1.11
11 H 1.64 -0.54 -2.38
12 H -0.23 0.92 -1.97
13 H -0.91 -1.40 -2.16

3.
Entry from OMol25: 2 unconnected molecules or ions with the total composition C3H7NOSi in a non-equilibrium geometry (wB97M-V/def2-TZVPD).

highest occupied orbital energy (spin up / spin down) = -10.033 / -10.034 eV
relative energy (zero: lowest compared OMol25 entry of this formula, charge and spin) = 75.5 kcal/mol
net charge = 0

Positions of all 13 atoms, in Å:
1 C -1.03 1.70 -0.37
2 C -1.45 -0.80 0.58
3 C -1.08 0.33 -0.44
4 N -1.14 2.83 -0.12
5 O 0.82 -0.17 -0.73
6 Si 2.00 0.45 0.25
7 H -2.47 -0.86 0.49
8 H -0.97 -1.76 0.36
9 H -1.07 -0.55 1.57
10 H -1.54 -0.06 -1.38
11 H 2.24 2.02 0.19
12 H 3.06 -0.55 -0.17
13 H 1.24 0.11 1.45

4.
Entry from OMol25: C3H7NP4S2 in the gas phase in a non-equilibrium geometry (wB97M-V/def2-TZVPD).

highest occupied orbital energy (spin up / spin down) = -7.587 / -8.550 eV
2S+1 = 3
net charge = 0
⟨S²⟩ = 2.02

Positions of all 17 atoms, in Å:
1 C 0.05 -0.22 0.62
2 C 0.04 0.21 -1.83
3 C 0.33 0.74 -0.43
4 N 1.70 1.13 -0.50
5 P 5.04 -1.90 -0.27
6 P 2.83 1.32 0.56
7 P 5.46 -0.93 1.58
8 P 5.94 0.01 -0.37
9 S 3.54 -0.07 2.11
10 S 4.42 1.44 -0.82
11 H -0.92 -0.65 0.38
12 H 0.79 -0.96 0.29
13 H 0.15 0.11 1.71
14 H -1.02 0.25 -2.11
15 H 0.51 -0.71 -2.23
16 H 0.54 0.96 -2.44
17 H -0.29 1.76 -0.28

5.
Entry from OMol25: C3H7NS in the gas phase in a non-equilibrium geometry (wB97M-V/def2-TZVPD).

highest occupied orbital energy = -9.069 eV
relative energy (zero: lowest compared OMol25 entry of this formula, charge and spin) = 28.3 kcal/mol
SMILES = SC1CNC1
net charge = 0

Positions of all 12 atoms, in Å:
1 C 0.60 0.05 0.29
2 C -0.56 1.01 -0.21
3 C -0.39 -1.06 -0.12
4 H 2.84 0.43 0.87
5 H 0.60 0.12 1.41
6 H -0.38 1.24 -1.26
7 H -0.74 1.95 0.36
8 H -2.30 -0.23 -0.55
9 H -0.18 -1.40 -1.17
10 H -0.36 -1.94 0.57
11 N -1.44 -0.12 0.03
12 S 2.31 -0.06 -0.22

6.
Entry from OMol25: C3H7NS in the gas phase in a non-equilibrium geometry (wB97M-V/def2-TZVPD).

highest occupied orbital energy = -8.293 eV
relative energy (zero: lowest compared OMol25 entry of this formula, charge and spin) = 68.9 kcal/mol
SMILES = SN1CCC1
net charge = 0

Positions of all 12 atoms, in Å:
1 C 1.38 -0.04 -0.23
2 C 0.11 -0.96 -0.05
3 C 0.14 1.26 -0.07
4 N -0.75 0.13 0.27
5 S -2.44 -0.02 -0.16
6 H 2.08 0.10 0.69
7 H 1.85 -0.12 -1.11
8 H -0.04 -1.51 -0.98
9 H 0.44 -1.64 0.88
10 H 0.21 1.96 0.87
11 H -0.13 1.65 -1.06
12 H -2.86 -0.82 0.94

7.
Entry from OMol25: 2 unconnected molecules or ions with the total composition C3H7NS in a non-equilibrium geometry (wB97M-V/def2-TZVPD).

highest occupied orbital energy = -8.303 eV
relative energy (zero: lowest compared OMol25 entry of this formula, charge and spin) = 54.8 kcal/mol
SMILES = CC1=NS1.C
net charge = 0

Positions of all 12 atoms, in Å:
1 C 1.29 -0.37 0.86
2 C -2.16 1.21 -0.90
3 C 1.84 -1.63 0.32
4 N 0.92 0.16 1.92
5 S 0.80 1.38 0.58
6 H -1.54 0.33 -0.65
7 H -1.53 2.06 -1.13
8 H -2.92 1.09 -1.65
9 H 1.52 -1.95 -0.70
10 H 1.59 -2.44 0.99
11 H 2.92 -1.45 0.26
12 H -2.72 1.61 0.10

8.
Entry from OMol25: 2 unconnected molecules or ions with the total composition C3H7NS in a non-equilibrium geometry (wB97M-V/def2-TZVPD).

highest occupied orbital energy = -9.140 eV
relative energy (zero: lowest compared OMol25 entry of this formula, charge and spin) = 51.8 kcal/mol
net charge = 0

Positions of all 12 atoms, in Å:
1 C 0.91 2.49 -1.06
2 C 0.74 -1.17 1.03
3 C -0.01 -0.32 0.08
4 N -0.14 2.67 -1.51
5 S -1.80 -0.50 0.31
6 H 1.77 -0.96 1.24
7 H 0.17 -1.29 2.10
8 H 0.74 -2.27 0.55
9 H 0.38 -0.51 -0.93
10 H 0.38 0.71 0.11
11 H -1.16 2.89 -1.81
12 H -1.99 -1.73 -0.12

9.
Entry from OMol25: 2 unconnected molecules or ions with the total composition C3H7NS in a non-equilibrium geometry (wB97M-V/def2-TZVPD).

highest occupied orbital energy (spin up / spin down) = -8.661 / -8.681 eV
relative energy (zero: lowest compared OMol25 entry of this formula, charge and spin) = 130.4 kcal/mol
net charge = 0

Positions of all 12 atoms, in Å:
1 C -0.12 1.13 0.35
2 C 0.29 -0.17 -0.24
3 C 1.70 -0.80 -0.07
4 N -0.51 -0.12 0.93
5 S -3.13 -0.64 -0.56
6 H 0.73 1.73 0.88
7 H -0.95 1.76 -0.15
8 H -0.30 -0.57 -0.98
9 H 2.21 -0.26 0.64
10 H 2.14 -0.76 -1.06
11 H 1.52 -1.84 0.10
12 H -3.57 0.53 0.15

10.
Entry from OMol25: C3H7NS in the gas phase in a non-equilibrium geometry (wB97M-V/def2-TZVPD).

highest occupied orbital energy = -8.025 eV
relative energy (zero: lowest compared OMol25 entry of this formula, charge and spin) = 39.5 kcal/mol
SMILES = C/C=N\SC
net charge = 0

Positions of all 12 atoms, in Å:
1 C 0.12 -0.70 2.49
2 C -0.70 0.53 -1.03
3 C 0.39 0.51 -2.05
4 H -0.67 -1.51 2.38
5 H 0.93 -1.11 2.97
6 H -0.43 0.24 2.71
7 H -1.75 0.71 -1.27
8 H 1.24 0.06 -1.69
9 H -0.02 0.09 -3.11
10 H 0.63 1.54 -2.35
11 N -0.54 0.15 0.22
12 S 0.80 -0.51 0.71

11.
Entry from OMol25: a molecular structure, C3H7NS in a non-equilibrium geometry (wB97M-V/def2-TZVPD).

highest occupied orbital energy = -8.907 eV
relative energy (zero: lowest compared OMol25 entry of this formula, charge and spin) = 170.9 kcal/mol
net charge = 0

Positions of all 12 atoms, in Å:
1 C 2.48 -0.56 -0.22
2 C 1.28 0.22 0.43
3 C 0.14 1.16 -0.18
4 H 2.57 0.07 -1.25
5 H 2.62 -1.97 -0.53
6 H 3.81 -0.48 0.35
7 H 1.66 1.06 1.33
8 H 0.75 -0.39 0.99
9 H 0.19 2.39 0.07
10 H -2.92 0.27 0.27
11 N -1.10 0.82 -0.29
12 S -1.52 -0.73 0.04

12.
Entry from OMol25: C3H7NS2 in the gas phase in a non-equilibrium geometry (wB97M-V/def2-TZVPD).

highest occupied orbital energy = -8.771 eV
relative energy (zero: lowest compared OMol25 entry of this formula, charge and spin) = 17.0 kcal/mol
SMILES = C[C@H](N)C(=S)S
net charge = 0

Positions of all 13 atoms, in Å:
1 C -0.77 -0.48 -1.99
2 C 0.40 -0.05 -1.11
3 C -0.06 0.16 0.34
4 H -0.40 -0.38 -3.04
5 H -1.70 0.08 -1.82
6 H -0.89 -1.52 -1.83
7 H 0.73 0.91 -1.40
8 H 2.12 -0.87 -0.36
9 H 1.11 -1.99 -1.01
10 H -0.28 1.79 2.02
11 N 1.42 -1.05 -1.11
12 S -0.15 1.87 0.69
13 S -0.35 -1.15 1.29

13.
Entry from OMol25: 2 unconnected molecules or ions with the total composition C3H7NS2 in a non-equilibrium geometry (wB97M-V/def2-TZVPD).

highest occupied orbital energy = -8.586 eV
relative energy (zero: lowest compared OMol25 entry of this formula, charge and spin) = 61.1 kcal/mol
SMILES = C=C=NC.SS
net charge = 0

Positions of all 13 atoms, in Å:
1 C -0.82 0.16 0.41
2 C -1.62 0.22 -0.62
3 C 0.12 -0.19 2.63
4 N 0.08 -0.11 1.21
5 S 1.58 -0.56 -3.47
6 S 1.46 1.03 -2.09
7 H 2.22 0.37 -0.97
8 H -1.97 -0.65 -1.14
9 H -1.62 1.10 -1.32
10 H -0.85 0.09 3.09
11 H 0.87 0.44 3.07
12 H 0.27 -1.29 2.96
13 H 0.26 -0.63 -3.75

14.
Entry from OMol25: a gas-phase ion, C3H7O (charge -1) in a non-equilibrium geometry (wB97M-V/def2-TZVPD).

highest occupied orbital energy = -1.786 eV
relative energy (zero: lowest compared OMol25 entry of this formula, charge and spin) = 36.1 kcal/mol
SMILES = CCC[O-]
net charge = -1

Positions of all 11 atoms, in Å:
1 C 0.36 -1.28 -0.45
2 O 1.62 -1.26 -0.84
3 C -0.30 0.17 -0.31
4 C -0.13 1.08 0.94
5 H 0.02 -1.81 0.49
6 H -0.16 -1.60 -1.42
7 H -1.27 -0.05 -0.54
8 H 0.06 0.80 -1.20
9 H 0.02 2.19 0.51
10 H 0.78 0.85 1.35
11 H -1.00 0.93 1.48

15.
Entry from OMol25: 2 unconnected molecules or ions with the total composition C3H7O in a non-equilibrium geometry (wB97M-V/def2-TZVPD).

highest occupied orbital energy = -1.068 eV
relative energy (zero: lowest compared OMol25 entry of this formula, charge and spin) = 24.2 kcal/mol
net charge = -1

Positions of all 11 atoms, in Å:
1 O 1.91 -1.48 -0.31
2 H 1.44 -0.72 -0.67
3 C -0.80 -0.11 1.17
4 C -0.84 0.32 -0.17
5 C -0.79 1.62 -0.63
6 H -1.02 -1.13 1.45
7 H 1.22 -1.69 0.34
8 H -0.44 0.54 1.95
9 H -1.16 -0.43 -0.90
10 H -0.92 1.82 -1.69
11 H -0.32 2.39 -0.03

16.
Entry from OMol25: a gas-phase ion, C3H7O2 (charge -1) in a non-equilibrium geometry (wB97M-V/def2-TZVPD).

highest occupied orbital energy = -2.503 eV
relative energy (zero: lowest compared OMol25 entry of this formula, charge and spin) = 65.0 kcal/mol
SMILES = [O-]CCCO
net charge = -1

Positions of all 12 atoms, in Å:
1 C -1.00 1.31 0.03
2 O -0.65 2.03 1.06
3 C -0.43 -0.21 0.04
4 C 1.10 -0.37 0.09
5 O 1.45 -1.78 0.44
6 H -0.77 1.55 -1.05
7 H -2.11 1.10 -0.08
8 H -0.99 -0.80 0.77
9 H -0.61 -0.68 -0.95
10 H 1.43 0.35 0.84
11 H 1.58 -0.32 -0.89
12 H 1.00 -2.19 -0.30

17.
Entry from OMol25: 3 unconnected molecules or ions with the total composition C3H7O2 in a non-equilibrium geometry (wB97M-V/def2-TZVPD).

highest occupied orbital energy = -2.453 eV
relative energy (zero: lowest compared OMol25 entry of this formula, charge and spin) = 77.1 kcal/mol
net charge = -1

Positions of all 12 atoms, in Å:
1 C -0.16 -0.08 3.60
2 O 0.04 0.30 4.74
3 H 0.68 -0.24 2.94
4 H -1.19 -0.34 3.31
5 H -2.84 0.88 -6.03
6 C 1.57 0.08 -0.59
7 C 0.31 -0.39 -0.31
8 O -0.23 -0.59 0.82
9 H 1.92 0.17 -1.62
10 H 2.46 0.10 0.03
11 H -0.36 -0.56 -1.18
12 H -2.20 0.67 -5.72

18.
Entry from OMol25: 3 unconnected molecules or ions with the total composition C3H7O2 in a non-equilibrium geometry (wB97M-V/def2-TZVPD).

highest occupied orbital energy (spin up / spin down) = -9.936 / -9.949 eV
2S+1 = 2
relative energy (zero: lowest compared OMol25 entry of this formula, charge and spin) = 47.6 kcal/mol
net charge = 0
⟨S²⟩ = 0.77

Positions of all 12 atoms, in Å:
1 C 1.19 0.62 -1.24
2 O 1.20 0.17 -2.35
3 H 0.97 -0.14 -0.41
4 H 1.59 1.61 -0.92
5 H 2.43 1.52 3.75
6 C -0.87 -1.56 0.51
7 C -1.37 -0.30 0.83
8 O -0.77 0.69 1.30
9 H -1.61 -2.32 0.29
10 H 0.18 -1.82 0.68
11 H -2.47 -0.16 0.71
12 H 1.87 1.94 4.02

19.
Entry from OMol25: a gas-phase ion, C3H7O2 (charge +1) in a non-equilibrium geometry (wB97M-V/def2-TZVPD).

highest occupied orbital energy = -16.182 eV
relative energy (zero: lowest compared OMol25 entry of this formula, charge and spin) = 41.4 kcal/mol
net charge = +1

Positions of all 12 atoms, in Å:
1 C -1.27 -1.34 0.26
2 C 0.19 1.27 -0.31
3 C 0.59 0.06 0.44
4 O 1.19 -0.84 -0.35
5 O -0.73 -0.39 0.82
6 H -2.36 -1.39 0.41
7 H -0.84 -2.16 -0.32
8 H -0.11 1.05 -1.35
9 H 0.96 2.05 -0.35
10 H -0.76 1.75 0.25
11 H 1.36 0.33 1.45
12 H 1.78 -0.40 -0.94